Here is a molecular structure, C12H21AlBBr4Cl5N2NaO8PS in a non-equilibrium geometry from the OMol25 dataset. Energies are from the ωB97M-V functional and the def2-TZVPD basis.

The geometry in ORCA input format:
```
! RIJCOSX wB97M-V def2-TZVPD def2/J DEFGRID3
* xyz 0 1
O 0.345 -2.510 4.057
B 0.842 -1.999 2.866
O 1.991 -2.497 2.358
O 0.166 -0.931 2.185
C -1.075 -1.280 1.837
C -1.466 -2.517 1.356
C -2.809 -2.768 1.042
P -3.363 -4.367 0.355
O -2.221 -5.517 0.655
O -4.662 -4.836 1.255
C -3.770 -1.798 1.213
C -3.410 -0.537 1.688
N -4.265 0.523 1.898
S -3.297 1.733 2.436
N -1.903 1.054 2.419
C -2.064 -0.309 1.972
H -0.245 -3.233 3.824
H 1.902 -2.471 1.390
H -0.730 -3.301 1.218
H -1.421 -5.146 1.052
H -4.517 -4.524 2.163
H -4.806 -1.983 0.951
Na -0.334 2.056 1.048
C -1.648 -1.190 -3.170
Cl -1.242 -2.799 -2.576
Cl -3.309 -0.788 -2.691
Cl -0.535 -0.008 -2.484
Cl -1.525 -1.169 -4.934
O 1.986 1.001 -4.553
H 2.428 0.600 -5.307
H 1.336 0.344 -4.281
O -4.292 -8.109 0.479
H -5.112 -7.926 0.947
H -3.741 -7.339 0.662
Br 1.498 -0.293 0.307
Br 4.066 -1.314 -0.357
C 6.004 -1.626 -0.439
C 6.762 -0.419 0.042
Br 6.788 0.998 -1.297
H 6.249 -1.897 -1.462
H 6.193 -2.476 0.215
H 7.808 -0.663 0.214
H 6.338 0.010 0.944
C 0.870 7.526 -1.414
C 1.571 6.192 -0.961
C 1.916 5.481 -2.330
O 0.752 5.459 -0.293
H -0.035 7.352 -1.989
H 0.613 8.081 -0.432
H 1.531 8.147 -2.027
H 2.524 6.468 -0.479
H 1.026 5.275 -2.920
H 2.427 4.547 -2.118
H 2.576 6.112 -2.924
Al -5.957 1.267 1.183
Cl -0.851 8.609 0.355
Br -3.905 1.707 4.855
*
```

Calculated values
Orbital gap   2.8 eV
Total energy   -406739.011 eV

Here is C4H7NO in the gas phase in a non-equilibrium geometry from the OMol25 dataset. Energies are from the ωB97M-V functional and the def2-TZVPD basis.

The geometry in ORCA input format:
```
! RIJCOSX wB97M-V def2-TZVPD def2/J DEFGRID3
* xyz 0 1
C -1.379 -0.837 1.180
C -0.370 -0.828 0.067
O -0.057 -1.805 -0.576
C 0.289 0.504 -0.177
C 2.041 1.203 -1.251
N 0.866 0.587 -1.518
H -2.279 -0.317 0.835
H -1.004 -0.290 2.052
H -1.628 -1.862 1.448
H -0.328 1.374 0.054
H 1.154 0.480 0.517
H 1.715 2.149 -0.740
H 0.979 -0.358 -1.890
*
```

Calculated values
Energy above the lowest of the compared OMol25 structures with the same formula, charge and spin   97.51 kcal/mol
Orbital gap   8.8 eV
Total energy   -7795.416 eV

Here is 10 unconnected molecules or ions with the total composition C5H29N2O10 in a non-equilibrium geometry from the OMol25 dataset. Energies are from the ωB97M-V functional and the def2-TZVPD basis.

The geometry in ORCA input format:
```
! RIJCOSX wB97M-V def2-TZVPD def2/J DEFGRID3
* xyz 1 1
N 0.405 -1.186 -0.660
C -0.550 -0.211 -0.081
C 0.298 0.783 0.744
C 1.120 0.265 1.946
C 1.577 1.158 2.820
C -1.074 0.669 -1.249
N -1.986 1.602 -0.985
O -0.645 0.518 -2.388
H 0.609 -2.064 -0.173
H 1.288 -0.748 -0.947
H -0.039 -1.441 -1.551
H -1.290 -0.658 0.581
H -0.239 1.559 1.304
H 0.941 1.329 0.049
H 1.286 -0.792 2.102
H 1.356 2.195 2.588
H 2.113 0.874 3.711
H -2.324 1.798 -0.046
H -2.421 2.110 -1.736
H -1.443 -4.003 -0.658
H -2.536 -3.024 -0.107
O -1.600 -3.133 -0.282
H -2.168 1.099 4.095
H -2.643 2.008 2.947
O -2.430 1.098 3.181
H 3.318 -1.863 0.690
H 3.298 -2.990 1.732
O 2.752 -2.532 1.077
H -1.604 3.232 0.858
H -2.909 3.928 1.107
O -2.454 3.087 1.271
H 1.147 -0.008 -2.874
H 2.391 -0.507 -3.769
O 1.959 -0.540 -2.918
H 1.264 -4.284 -1.523
H 1.036 -4.394 0.067
O 0.952 -3.854 -0.718
H 4.356 0.761 0.061
H 4.857 -0.211 -1.029
O 4.349 -0.159 -0.210
H -3.937 -1.061 1.159
H -2.927 0.079 1.274
O -3.399 -0.465 0.641
H 0.400 3.012 -1.380
H 0.613 3.366 -2.872
O 0.452 3.742 -1.992
*
```

Calculated values
Energy above the lowest of the compared OMol25 structures with the same formula, charge and spin   21.59 kcal/mol
Orbital gap   10.4 eV
Total energy   -29105.579 eV

Here is 2 unconnected molecules or ions with the total composition C12H19NO2 in a non-equilibrium geometry from the OMol25 dataset. Energies are from the ωB97M-V functional and the def2-TZVPD basis.

The geometry in ORCA input format:
```
! RIJCOSX wB97M-V def2-TZVPD def2/J DEFGRID3
* xyz 0 1
C 2.867 -0.237 -2.394
C 0.403 -0.831 -2.320
C 1.716 -1.039 -1.948
C -0.654 -1.536 -1.550
C 2.033 -2.177 -1.115
C -0.199 -2.336 -0.550
C 1.101 -2.811 -0.341
O -1.092 -2.694 0.466
H 0.093 -0.021 -3.089
H -1.590 -1.222 -1.589
H 2.853 0.075 -3.427
H 3.856 -0.818 -2.392
H 3.095 -2.350 -0.907
H 1.300 -3.777 0.096
H -1.635 -1.799 0.702
H 2.865 0.588 -1.748
C -0.085 2.770 2.061
C 1.260 2.902 1.292
C -0.066 0.155 2.101
C -2.477 2.627 0.222
C -1.697 1.506 0.791
O -2.268 0.466 0.444
N -0.760 1.447 1.762
H -0.009 2.722 3.200
H -0.832 3.540 1.563
H 1.421 2.873 0.311
H 1.923 2.131 1.583
H -0.198 -0.490 1.291
H -1.959 2.771 -0.662
H 1.529 3.937 1.699
H 0.973 0.291 2.440
H -0.625 -0.365 2.952
H -3.508 2.066 0.258
H -2.556 3.588 0.599
*
```

Calculated values
Energy above the lowest of the compared OMol25 structures with the same formula, charge and spin   80.89 kcal/mol
Orbital gap   8.8 eV
Total energy   -18333.816 eV
SMILES string   CCN(C)C(C)=O.Cc1ccc(O)cc1